(1)
The following is a DFT calculation (ωB97M-V/def2-TZVPD) of a structure of composition C4H6O2Tl.

Largest force on an atom in Eh/bohr: 0.08633
Net charge: +2
Kohn-Sham gap (alpha / beta) in eV: 7.3 / 6.9
Spin multiplicity: 2
HOMO level (alpha / beta) in eV: -18.63 / -18.64

Geometry as XYZ:
```
13
Properties=species:S:1:pos:R:3:forces:R:3
Tl 0.588945 -0.916782 0.425562 2.2 1.3 -0.3
C -0.551889 1.165859 0.026748 -1.7 -0.1 -1.1
C 2.698265 -0.515194 0.170046 2.0 0.8 -0.1
O 3.072506 0.488527 -0.510556 -1.6 -1.0 0.6
C -2.270360 -0.676173 0.248285 -0.6 1.6 -0.8
H -3.058473 -1.025328 -0.445944 0.4 -0.2 0.4
H 4.035269 0.644548 -0.532138 0.5 0.1 -0.1
O -1.162013 -1.492114 0.125967 -1.6 -4.1 0.5
H -0.044271 2.110456 -0.166818 0.0 -0.2 0.4
H 3.542121 -1.045575 0.648495 -0.6 -0.3 0.0
C -1.733149 0.620814 -0.283614 0.2 2.2 0.8
H -2.402430 1.180029 -0.957223 0.4 0.1 -0.1
H -2.714516 -0.539067 1.251191 0.4 -0.3 -0.2
```
Positions in Å, forces in eV/Å.


(2)
The following is a DFT calculation (ωB97M-V/def2-TZVPD) of a cluster of 3 separate species, C2H11NO3 in total.

Largest force on an atom in Eh/bohr: 0.07718
Kohn-Sham gap in eV: 9.3
SMILES: NCCO.O.O
HOMO level in eV: -8.90

Geometry as XYZ:
```
17
Properties=species:S:1:pos:R:3:forces:R:3
C -0.971883 0.036779 1.796081 -2.5 0.0 -2.1
O 0.044653 -1.419651 -2.240174 1.6 1.8 1.1
O 3.139109 -0.651468 -0.815583 2.2 1.7 0.0
O -1.373294 -1.182885 1.014174 1.2 0.3 0.6
H -2.408840 0.987117 0.507022 -1.4 -0.4 -0.3
H -0.009872 -2.100751 -2.895792 0.4 -0.4 -0.6
H 0.962285 -0.984716 -2.232881 -1.9 -1.4 -0.3
H 3.968093 -0.043277 -0.751619 -2.3 -1.6 -0.2
H -1.617385 0.140520 2.695891 0.3 -0.8 -0.5
C -1.463543 1.256791 0.878784 3.4 0.8 1.9
H -1.504668 2.210744 1.512191 -0.3 -1.4 -0.6
H 0.045439 -0.054875 2.134705 0.5 0.5 -0.3
N -0.479970 1.600909 -0.159475 -0.2 0.6 -1.6
H 3.403532 -1.421399 -0.307342 0.0 -0.2 0.1
H -0.645282 -1.575857 0.454136 -0.9 1.2 1.1
H -0.223408 0.834078 -0.810525 -0.6 0.4 0.8
H -0.864964 2.367941 -0.779593 0.6 -1.3 1.0
```
Positions in Å, forces in eV/Å.


(3)
The following is a DFT calculation (ωB97M-V/def2-TZVPD) of an isolated molecule of C22H23N3O5S.

Largest force on an atom in Eh/bohr: 0.02078
Kohn-Sham gap in eV: 8.2
SMILES: Cc1occc1-c1nnc(SCC(=O)c2ccc3c(c2)OCCO3)n1C[C@H]1CCCO1
HOMO level in eV: -7.74

Geometry as XYZ:
```
54
Properties=species:S:1:pos:R:3:forces:R:3
C 1.904229 -0.092460 2.118233 0.2 -0.1 -0.7
H 4.520920 -2.080115 -5.355783 0.0 -0.1 0.1
C -1.590942 0.307835 -5.316547 0.7 -0.4 -0.1
H -4.608777 1.904670 6.928077 0.0 0.0 -0.1
H 4.029282 -0.617914 -1.746169 0.1 0.1 0.0
C 2.635981 -0.778908 -3.425559 -0.2 0.2 0.3
O -3.821501 -0.087500 4.338694 0.2 0.0 -0.3
C -0.083613 0.605042 -2.021789 0.1 0.1 0.4
C -2.489218 0.224594 4.361355 0.2 0.0 0.1
O -2.524296 1.014090 -4.650601 -0.3 0.2 0.0
H -2.961641 3.010520 -2.733250 0.0 0.1 0.0
C -1.943115 1.069253 5.337803 0.1 0.0 -0.2
H 4.126902 -2.936648 -2.461924 0.0 -0.1 0.0
C -0.843608 0.602267 -3.244737 -0.8 0.3 -0.4
H -2.468816 1.894439 -1.453594 -0.1 0.0 0.0
C 0.247163 0.754869 4.388447 -0.1 -0.1 -0.2
H 0.344356 -0.511725 -4.806702 0.2 -0.2 -0.1
H 5.591653 -2.299557 -3.225115 0.0 -0.1 0.0
C 4.509267 -2.211448 -3.180321 -0.2 0.0 -0.1
N 0.548377 1.141227 -0.030857 0.8 -0.3 0.6
H -3.929940 1.567698 -2.433261 -0.1 0.0 0.0
H 4.668680 -0.058396 -3.304772 0.0 0.0 0.0
H 1.983125 -2.012021 -1.743069 -0.1 0.0 -0.1
C 3.856891 -2.414432 -4.548252 0.4 -0.2 -0.2
C 4.040072 -0.804513 -2.817442 -0.1 0.0 -0.2
O 0.083220 -1.543246 1.597875 -0.1 0.0 0.2
C -4.492253 0.232763 5.537189 -0.1 0.3 0.5
C -0.571120 1.304067 5.351057 -0.3 0.0 0.1
C 1.551260 -1.299395 -2.451296 0.2 -0.3 -0.7
C 1.300982 0.157335 -0.440743 0.1 0.1 0.0
O 2.684770 -1.611195 -4.572056 -0.2 0.0 0.1
C -0.535919 0.021419 -4.514414 -0.4 0.1 -0.4
C -2.076028 1.201521 -3.397384 0.7 -0.2 0.8
H 1.306124 0.951669 4.428228 0.1 0.1 0.0
H 2.588351 -0.495140 2.865689 0.0 0.0 0.0
H 3.571582 -3.452848 -4.736881 0.1 0.1 0.0
H -0.174410 1.937473 6.128362 0.0 0.1 0.1
C -4.096871 1.632307 6.004212 -0.5 -0.3 -0.2
H 2.348911 0.228364 -3.753975 0.0 -0.1 0.1
H 1.893603 0.995535 2.150917 0.0 -0.1 0.2
H -2.086298 -0.955523 2.633914 0.0 -0.1 -0.1
C -1.662302 -0.319103 3.394249 0.0 0.1 0.1
H 0.772739 -1.803511 -3.029183 0.1 0.0 0.1
H -1.791303 0.074055 -6.342912 -0.1 0.0 -0.1
H -4.232571 -0.495699 6.317832 -0.1 0.1 -0.1
N 0.955172 -0.236897 -1.699153 -0.3 0.6 0.6
O -2.713204 1.678454 6.284265 0.4 -0.1 0.0
N -0.314161 1.415720 -1.016402 -0.6 0.3 -0.8
S 2.553732 -0.593833 0.500839 0.4 -0.1 0.3
C -0.295240 -0.050453 3.384848 -0.6 0.0 0.3
H -4.340355 2.358887 5.217635 0.0 0.0 0.1
H -5.559595 0.173056 5.320680 0.1 0.0 0.1
C -2.915088 1.962039 -2.441157 -0.1 -0.1 -0.2
C 0.504842 -0.658689 2.304901 0.1 -0.1 0.0
```
Positions in Å, forces in eV/Å.


(4)
The following is a DFT calculation (ωB97M-V/def2-TZVPD) of the ion C7H12N4 with charge +2.

Largest force on an atom in Eh/bohr: 0.09238
Net charge: +2
Kohn-Sham gap in eV: 7.7
SMILES: C/C(=C\N)C1=[NH+]N1/C=C\C=[NH2+]
HOMO level in eV: -16.46

Geometry as XYZ:
```
23
Properties=species:S:1:pos:R:3:forces:R:3
C -0.402110 2.648224 1.357292 0.6 -1.8 3.3
H -0.941723 2.867825 0.522563 -1.9 0.3 -2.1
H 1.438804 -0.895689 -0.647801 1.1 0.7 -0.1
N 0.679623 -0.947659 0.008360 -0.1 -2.2 0.5
N 1.212819 1.656537 3.539278 -0.4 -0.3 0.4
C -0.423338 -2.398968 -3.052813 -1.1 0.5 0.3
C 0.227212 1.208787 1.342939 0.3 4.2 2.2
C -1.019963 -1.119219 -2.815807 1.1 -0.2 -2.1
N -0.196285 -3.234796 -2.078873 2.0 -3.4 -2.3
H -1.234713 -0.591654 -3.757987 -0.8 -0.4 0.6
C -1.198952 -0.349983 -1.707184 0.3 0.3 0.4
H 0.152438 -4.208681 -2.439773 -0.8 2.3 1.5
H -2.011750 0.385120 -1.735442 0.7 0.1 0.1
C 0.099629 0.244511 0.476499 -0.2 -1.2 -2.1
H -0.955473 2.760356 2.323677 -0.5 -0.4 -1.1
H 0.761020 2.600296 3.747019 0.7 -1.8 -0.8
H 0.245223 3.501552 1.494406 1.4 -0.3 -0.4
H 1.584079 -0.079796 2.408877 -0.4 0.9 0.7
H 0.059455 -2.960632 -1.151335 -0.4 0.0 0.7
C 1.049416 0.898590 2.477027 0.7 -0.1 0.0
H 1.703813 1.222342 4.346228 -0.3 0.7 -0.8
H -0.354106 -2.845719 -4.084444 -0.2 0.9 1.1
N -0.475118 -0.361343 -0.572707 -1.8 0.9 -0.1
```
Positions in Å, forces in eV/Å.


(5)
The following is a DFT calculation (ωB97M-V/def2-TZVPD) of a cluster of 2 separate species, C25H30F2N in total.

Largest force on an atom in Eh/bohr: 0.03490
Net charge: +1
Kohn-Sham gap in eV: 4.0
HOMO level in eV: -9.71

Geometry as XYZ:
```
58
Properties=species:S:1:pos:R:3:forces:R:3
H -5.464360 7.559411 5.155305 0.0 0.0 0.2
H -2.626337 2.869440 5.729896 -0.1 0.4 -0.1
C -3.747372 4.707541 5.800582 0.4 -0.5 0.8
C -0.097135 3.488676 -2.145084 0.2 0.0 -0.2
H -2.505659 -3.254039 5.358917 -0.2 0.2 -0.1
C -3.824357 4.652849 3.043147 0.1 -0.5 -0.2
H -5.036601 6.422411 3.193160 0.3 -0.1 0.1
F -4.289943 -1.015182 6.021850 0.6 0.4 -1.1
H 4.266904 2.068190 2.293471 -0.2 -0.2 -0.1
H -4.200879 -3.337133 4.871340 0.2 0.1 0.0
H 3.530143 0.500445 2.086978 -0.1 0.1 0.1
C -4.464836 5.664049 3.729271 0.0 0.0 0.1
H -3.848910 4.624157 1.951483 0.0 0.1 0.3
F -3.715987 4.764869 7.172837 0.1 -0.1 -1.4
H 2.991212 3.046768 0.729871 -0.4 -0.1 -0.1
C -4.422253 5.729127 5.128857 0.0 -0.3 -0.2
H -1.641384 2.006692 0.266233 0.2 0.1 0.1
C 2.581563 1.746932 3.573063 -0.4 0.2 0.1
C -3.224613 3.564630 3.735907 0.5 0.7 0.5
C -1.410173 3.442558 -1.353761 -0.1 -0.1 0.2
H 1.718975 3.860262 -1.004467 -0.1 -0.2 -0.1
C -3.137624 -1.669215 4.056677 0.1 0.3 0.0
C -1.051877 2.911707 0.044843 0.0 0.2 -0.2
H -3.998563 1.425770 5.216480 -0.1 -0.4 -0.2
C -3.571085 0.684940 4.546892 0.3 -0.1 0.1
C 1.039664 2.251666 1.139389 -0.4 -0.3 1.6
C 1.061354 1.474001 3.521837 0.5 -0.4 0.6
C -3.195947 -3.074390 4.523289 -0.1 -0.6 -0.2
H 2.783086 1.407701 0.154083 -0.3 0.2 0.2
H 0.592266 1.876722 4.431862 0.2 -0.1 -0.1
H -2.913997 -3.743273 3.707624 -0.1 0.0 0.1
C 1.019415 3.030892 -1.196725 0.5 0.5 -0.4
H 3.034493 1.083121 4.317348 0.0 0.2 -0.1
C 2.539569 2.077099 0.995307 0.4 0.2 0.0
H -2.237631 -2.066495 2.136384 0.0 0.3 0.3
H 1.613125 2.213418 -1.631587 -0.2 0.1 0.1
C -2.903133 1.085860 3.349155 0.3 -0.6 0.4
C -2.411459 0.046045 2.502936 -0.2 0.2 -0.3
H -1.878400 4.426677 -1.271033 0.1 -0.1 -0.1
H -1.894116 0.319491 1.578952 -0.2 -0.1 0.3
H -4.436268 7.321657 6.586334 -0.1 -0.2 -0.1
C 3.295625 1.561302 2.234368 0.0 -0.4 0.1
N 0.362826 2.636137 0.025172 -0.4 0.0 -0.4
H 2.745629 2.776599 3.916576 -0.1 -0.1 0.0
C -3.657510 -0.653275 4.858957 -0.5 0.5 0.9
H -5.972061 6.442120 6.430569 0.3 0.0 0.0
C -2.781983 2.447108 2.969570 -1.8 -0.3 0.0
H 0.119748 4.496170 -2.506551 -0.1 -0.2 -0.1
C -3.138908 3.643892 5.158614 -0.4 0.0 -0.1
C 0.390068 2.048243 2.333223 0.7 0.3 -1.4
H -1.295944 3.666999 0.810405 0.1 -0.1 0.1
H -0.674614 2.239884 2.421516 0.3 0.0 -0.2
C -2.566302 -1.289122 2.832041 0.1 0.2 0.0
H 0.894279 0.381149 3.554693 0.1 0.2 0.1
H -0.154956 2.821454 -3.008091 0.0 0.2 0.0
H -2.127818 2.769320 -1.828895 0.0 0.2 0.0
H -2.668917 2.635279 1.900474 0.3 -0.1 0.3
C -5.102516 6.818297 5.874421 -0.3 0.5 0.0
```
Positions in Å, forces in eV/Å.


(6)
The following is a DFT calculation (ωB97M-V/def2-TZVPD) of a cluster of 2 separate species, C2HO3S in total.

Largest force on an atom in Eh/bohr: 0.07613
Net charge: -1
Kohn-Sham gap (alpha / beta) in eV: 7.4 / 7.4
HOMO level (alpha / beta) in eV: -3.57 / -3.57

Geometry as XYZ:
```
7
Properties=species:S:1:pos:R:3:forces:R:3
O -1.990012 -0.789155 -1.570355 -0.3 -0.5 1.0
C 1.049634 -0.519632 -1.621375 -1.9 -2.9 1.7
H 1.810564 0.031495 -2.101789 1.1 0.9 0.2
S 1.073450 -1.459322 -0.283237 1.3 2.8 -0.8
O -1.154462 0.742415 -3.084060 -0.2 -0.8 1.5
C -1.382127 -0.050657 -2.221948 0.8 1.3 -2.6
O 2.197465 -1.264521 0.754432 -0.8 -0.7 -1.0
```
Positions in Å, forces in eV/Å.